162
Properties=species:S:1:pos:R:3 method="wB97M-V/def2-TZVPD" e_lumo_ev=-0.3
C -0.326 -2.055 4.189
C 0.754 -2.899 3.602
O 0.730 -4.224 4.335
C 0.962 -5.326 3.655
O 1.446 -5.374 2.545
O 0.673 -6.419 4.421
C 0.856 -7.647 3.733
H -1.280 -2.484 3.873
H -0.271 -1.092 3.660
H -0.207 -1.803 5.236
H 1.763 -2.462 3.817
H 0.726 -3.187 2.532
H 0.388 -7.619 2.742
H 0.421 -8.410 4.364
H 1.898 -7.910 3.687
C 2.580 0.821 4.842
C 1.431 1.395 5.642
O 0.828 0.212 6.332
C -0.345 0.392 6.894
O -0.962 1.459 6.810
O -0.919 -0.710 7.461
C -2.304 -0.512 7.656
H 2.237 0.423 3.864
H 3.115 0.004 5.352
H 3.318 1.590 4.659
H 0.661 1.782 4.982
H 1.693 2.077 6.414
H -2.759 -1.472 7.431
H -2.702 0.288 7.062
H -2.450 -0.255 8.700
C -3.963 -2.958 -0.220
C -4.875 -3.218 -1.349
O -5.824 -2.106 -1.603
C -6.837 -2.094 -0.726
O -7.073 -2.923 0.120
O -7.575 -1.038 -1.014
C -8.646 -0.755 -0.060
H -3.483 -1.941 -0.406
H -3.179 -3.711 -0.179
H -4.423 -2.860 0.772
H -5.592 -4.056 -1.189
H -4.247 -3.191 -2.199
H -9.047 0.213 -0.359
H -8.342 -0.762 0.976
H -9.470 -1.451 -0.222
C -0.530 5.311 1.630
C -0.540 4.004 2.334
O 0.762 3.795 2.938
C 1.693 3.451 2.032
O 1.624 3.435 0.846
O 2.813 3.167 2.728
C 3.962 2.943 1.986
H -0.489 6.169 2.306
H -1.456 5.448 1.075
H 0.376 5.305 0.982
H -0.729 3.195 1.628
H -1.160 3.911 3.243
H 3.737 2.690 0.951
H 4.549 2.134 2.448
H 4.565 3.836 2.033
C -2.534 -0.071 -2.597
C -3.716 0.886 -2.511
O -4.403 0.802 -3.718
C -5.574 1.438 -3.821
O -6.141 1.974 -2.840
O -6.121 1.304 -5.028
C -7.331 2.030 -5.334
H -1.713 0.277 -1.953
H -2.167 -0.102 -3.625
H -2.851 -1.093 -2.352
H -3.287 1.882 -2.388
H -4.406 0.594 -1.655
H -8.156 1.347 -5.117
H -7.395 2.297 -6.390
H -7.331 2.956 -4.749
C 1.823 -1.510 -4.796
C 2.536 -0.190 -4.710
O 3.907 -0.200 -5.170
C 4.743 -0.859 -4.375
O 4.539 -1.470 -3.397
O 5.961 -0.653 -4.922
C 7.044 -1.211 -4.123
H 2.355 -2.217 -4.203
H 1.748 -1.858 -5.802
H 0.820 -1.491 -4.342
H 2.672 0.259 -3.735
H 2.105 0.567 -5.381
H 6.970 -0.863 -3.095
H 7.937 -0.861 -4.625
H 7.001 -2.294 -4.143
C 0.131 9.029 -2.951
C 0.760 8.055 -3.935
O 1.266 6.786 -3.266
C 2.313 6.962 -2.513
O 2.915 8.018 -2.347
O 2.606 5.799 -1.924
C 3.502 5.831 -0.838
H 0.473 8.932 -1.939
H -0.958 8.898 -2.885
H 0.349 10.045 -3.236
H 1.622 8.445 -4.443
H 0.016 7.686 -4.667
H 3.119 6.523 -0.100
H 4.475 6.259 -1.137
H 3.661 4.833 -0.454
C -1.639 -4.039 -3.746
N -0.378 -4.078 -4.561
O 0.703 -4.376 -3.988
O -0.475 -3.864 -5.724
H -1.499 -3.159 -3.100
H -1.569 -4.942 -3.049
H -2.476 -3.900 -4.402
C 3.316 -4.353 -2.619
N 3.985 -4.176 -1.289
O 4.187 -3.063 -0.950
O 4.337 -5.192 -0.692
H 3.095 -5.393 -2.809
H 3.896 -3.795 -3.332
H 2.330 -3.851 -2.510
C 5.416 -2.547 2.285
N 4.637 -1.252 2.553
O 5.147 -0.524 3.336
O 3.522 -1.187 2.042
H 5.189 -2.826 1.279
H 5.015 -3.315 2.957
H 6.462 -2.446 2.441
C -2.763 1.862 4.286
N -3.682 3.037 4.174
O -4.736 2.804 3.662
O -3.208 4.049 4.573
H -1.998 2.120 3.504
H -3.328 0.926 4.067
H -2.295 1.797 5.224
C 0.640 -5.874 -0.217
N -0.741 -5.322 -0.346
O -1.426 -5.790 -1.221
O -1.126 -4.469 0.420
H 0.494 -6.679 0.519
H 1.232 -5.095 0.245
H 0.818 -6.237 -1.219
C -0.148 3.770 -2.155
N 0.761 2.708 -2.638
O 1.973 2.856 -2.557
O 0.224 1.638 -2.984
H 0.287 4.333 -1.300
H -1.073 3.292 -1.816
H -0.107 4.473 -2.996
C 1.607 -0.622 -1.022
C 1.048 -1.712 -0.162
C -0.180 -1.065 0.495
S 0.210 0.644 0.787
O 0.338 0.969 2.197
O -0.784 1.393 0.072
C 1.718 0.594 -0.105
H 0.968 -0.448 -1.859
H 2.633 -0.851 -1.312
H 1.831 -1.969 0.580
H 0.854 -2.621 -0.782
H -0.439 -1.580 1.393
H -1.039 -0.864 -0.183
H 2.441 0.348 0.687
H 1.952 1.561 -0.594

=====

66
Properties=species:S:1:pos:R:3 method="wB97M-V/def2-TZVPD" charge=+1 e_lumo_ev="-3.4 / -3.7" multiplicity=5
Cr 1.946 0.743 2.131
B -0.392 -0.227 0.096
F -1.370 0.743 0.377
F -0.465 -0.389 -1.331
F 0.756 0.192 0.620
F -0.819 -1.288 0.844
C 1.080 3.018 0.896
O 2.306 2.790 1.541
H 0.179 2.700 1.449
H 1.012 2.622 -0.097
H 1.118 4.090 0.990
H 2.882 3.366 1.058
C 2.519 -2.244 2.107
O 2.019 -1.206 2.809
H 1.755 -2.949 1.802
H 3.173 -2.765 2.736
H 3.202 -2.013 1.279
H 1.383 -1.407 3.514
C 0.948 1.725 -3.701
O 1.196 0.485 -3.277
H 0.268 1.708 -4.562
H 1.907 2.235 -3.864
H 0.538 2.398 -2.933
H 0.645 0.233 -2.513
C 4.812 0.240 1.353
O 3.495 0.559 0.924
H 5.091 -0.847 1.081
H 5.131 0.444 2.370
H 5.442 0.982 0.835
H 3.596 0.388 -0.037
C -3.252 -0.470 3.045
O -2.332 0.495 3.078
H -2.648 -1.398 3.024
H -3.799 -0.503 2.082
H -3.802 -0.423 3.992
H -2.358 0.987 2.249
C -1.575 -0.777 -4.798
O -2.209 -0.809 -3.532
H -1.847 -1.668 -5.319
H -0.536 -0.764 -4.762
H -1.964 0.085 -5.286
H -1.643 -0.608 -2.822
C 0.142 2.066 4.121
O 0.267 1.038 3.137
H 0.312 3.029 3.649
H 0.759 1.903 4.994
H -0.768 2.214 4.660
H -0.635 0.688 3.003
C -2.410 2.846 -1.890
O -1.386 3.097 -0.846
H -1.929 2.719 -2.843
H -3.118 3.703 -1.986
H -2.957 1.909 -1.635
H -1.573 2.379 -0.255
C 0.409 -3.746 -1.496
O 1.438 -4.682 -1.864
H -0.518 -4.262 -1.168
H 0.090 -3.055 -2.245
H 0.855 -3.214 -0.712
H 1.117 -5.397 -2.392
C -3.052 -2.352 -0.937
O -2.891 -2.541 0.450
H -3.677 -3.056 -1.536
H -2.107 -2.403 -1.363
H -3.610 -1.394 -1.064
H -2.150 -1.964 0.766

=====

16
Properties=species:S:1:pos:R:3 method="wB97M-V/def2-TZVPD" e_lumo_ev=1.1 smiles="C=C[C@]1(C)CO1.[H][H]"
C 1.675 1.003 -0.106
C 1.025 0.037 0.529
C -0.278 -0.439 0.030
C -1.195 0.377 -0.864
C -0.542 -1.856 0.236
O 0.530 -1.575 -0.609
H 1.294 1.423 -1.036
H 2.591 1.388 0.308
H 1.409 -0.478 1.402
H -0.985 1.451 -0.849
H -2.265 0.243 -0.650
H -0.998 0.000 -1.866
H -1.338 -2.264 -0.379
H -0.356 -2.349 1.187
H -0.599 1.351 1.445
H 0.031 1.686 1.222

=====

16
Properties=species:S:1:pos:R:3 method="wB97M-V/def2-TZVPD" charge=+1 e_lumo_ev="-6.0 / -9.7" multiplicity=2
O -2.744 0.172 -1.396
C -1.848 0.697 -0.808
C -0.425 0.212 -1.003
C 0.157 -0.525 0.285
C 0.193 0.548 1.340
C 1.502 -1.061 -0.033
H -1.998 1.469 -0.043
H 0.228 1.051 -1.252
H -0.549 -0.497 -1.830
H -0.548 -1.322 0.504
H 0.490 1.541 0.974
H -0.854 0.799 1.629
H 0.585 0.332 2.336
H 1.548 -1.929 -0.689
H 2.235 -1.075 0.767
H 2.030 -0.413 -0.781

=====

12
Properties=species:S:1:pos:R:3 method="wB97M-V/def2-TZVPD" e_lumo_ev="0.7 / -1.1" multiplicity=3
C 0.352 0.698 0.641
C 0.674 -0.813 -1.411
C -0.872 0.033 1.174
O 1.959 -0.720 -1.423
F 1.492 0.416 1.260
F -1.489 0.845 2.134
F -1.784 -0.038 0.185
Br -0.282 0.099 -2.786
H 0.409 1.722 0.194
H 0.212 -1.806 -1.131
H -0.678 -0.937 1.534
H 1.995 0.200 -1.630

=====

5
Properties=species:S:1:pos:R:3 method="wB97M-V/def2-TZVPD" e_lumo_ev="-1.9 / -3.1"
C 0.559 1.317 -0.549
N 0.421 2.403 -0.327
N -0.343 -1.627 0.452
N 0.484 -1.161 -0.243
H -1.122 -0.932 0.666

=====

60
Properties=species:S:1:pos:R:3 method="wB97M-V/def2-TZVPD" charge=-1 e_lumo_ev=1.7
C -6.600 0.486 2.934
C -5.845 -0.847 2.836
C -4.403 -0.705 3.335
N -3.676 0.447 2.740
C -2.309 0.405 2.575
S -1.479 -1.041 2.709
S -1.453 1.809 2.263
C -4.423 1.730 2.648
C -5.857 1.560 2.129
H -7.647 0.384 2.608
H -6.650 0.795 3.986
H -6.372 -1.644 3.381
H -5.834 -1.172 1.790
H -4.374 -0.592 4.423
H -3.838 -1.612 3.099
H -4.417 2.198 3.636
H -3.865 2.394 1.981
H -5.825 1.254 1.077
H -6.402 2.515 2.138
C 3.696 -3.354 -1.529
C 2.950 -2.768 -0.315
C 1.969 -3.823 0.224
C 3.953 -2.401 0.793
C 2.211 -1.499 -0.747
C 0.877 -1.358 -0.633
C 0.194 -0.157 -1.057
C -1.142 -0.031 -0.956
C -1.876 1.193 -1.439
F -3.195 1.046 -1.189
F -1.396 2.275 -0.792
F -1.661 1.327 -2.765
C 0.997 0.912 -1.595
C 2.331 0.831 -1.716
C 3.186 1.975 -2.260
C 4.191 2.401 -1.177
C 2.325 3.192 -2.644
C 3.941 1.490 -3.510
C 3.016 -0.400 -1.300
O 4.225 -0.502 -1.412
H 4.417 -2.634 -1.917
H 4.226 -4.269 -1.268
H 2.996 -3.589 -2.329
H 1.430 -3.439 1.090
H 1.247 -4.103 -0.543
H 2.496 -4.725 0.531
H 3.435 -1.957 1.641
H 4.494 -3.278 1.148
H 4.676 -1.673 0.425
H 0.272 -2.145 -0.223
H -1.734 -0.818 -0.534
H 0.473 1.802 -1.887
H 4.833 1.563 -0.904
H 4.818 3.221 -1.526
H 3.667 2.729 -0.279
H 1.608 2.932 -3.423
H 1.785 3.575 -1.778
H 2.952 3.996 -3.027
H 3.240 1.168 -4.279
H 4.560 2.285 -3.926
H 4.582 0.644 -3.261

=====

92
Properties=species:S:1:pos:R:3 method="wB97M-V/def2-TZVPD" e_lumo_ev=-0.5
C -4.038 -1.216 -0.947
C -3.406 -0.067 -1.729
O -4.355 0.406 -2.697
C -2.151 -0.512 -2.516
N -1.066 0.464 -2.303
C 0.253 -0.159 -2.484
C 0.519 -1.070 -1.284
O 1.772 -0.817 -0.625
C 1.624 -0.857 0.749
C 1.272 -2.097 1.394
C 1.063 -3.394 0.664
C -0.407 -3.669 0.327
O -1.304 -3.503 1.102
O -0.670 -4.195 -0.935
C 1.128 -2.111 2.718
C 1.334 -0.939 3.455
N 1.238 -0.786 4.768
S 1.613 0.725 5.116
N 1.891 1.307 3.625
C 1.710 0.283 2.820
C 1.858 0.284 1.413
C 2.284 1.532 0.679
C 3.713 1.277 0.196
O 4.515 0.787 0.921
Br 4.184 1.793 -1.640
H -4.174 -2.123 -1.540
H -5.037 -0.894 -0.642
H -3.516 -1.444 -0.013
H -3.122 0.702 -1.008
H -4.581 1.305 -2.443
H -2.428 -0.628 -3.567
H -1.901 -1.512 -2.145
H -1.143 1.121 -3.070
H 1.027 0.612 -2.500
H 0.308 -0.698 -3.439
H 0.480 -2.121 -1.575
H -0.290 -0.912 -0.564
H 1.417 -4.222 1.281
H 1.616 -3.448 -0.274
H -0.891 -3.452 -1.509
H 0.840 -3.019 3.228
H 2.350 2.355 1.400
H 1.624 1.788 -0.145
C 5.390 -1.877 2.349
N 5.344 -3.354 2.168
O 4.254 -3.879 2.066
O 6.407 -3.937 2.133
H 4.374 -1.497 2.359
H 5.889 -1.676 3.291
H 5.948 -1.461 1.516
C 3.029 2.628 -5.708
N 1.869 2.912 -4.822
O 0.808 2.382 -5.089
O 2.062 3.656 -3.886
H 2.708 1.954 -6.492
H 3.364 3.576 -6.120
H 3.803 2.175 -5.094
C -7.063 -5.037 -0.913
N -6.546 -3.643 -0.931
O -5.717 -3.353 -1.767
O -6.994 -2.883 -0.102
H -6.576 -5.595 -1.704
H -6.832 -5.458 0.061
H -8.136 -4.986 -1.072
C -8.365 -0.063 -1.326
N -9.603 -0.780 -1.741
O -9.732 -1.935 -1.389
O -10.401 -0.158 -2.406
H -7.751 -0.740 -0.742
H -7.848 0.247 -2.229
H -8.668 0.796 -0.734
C 8.206 -1.396 6.517
N 7.322 -0.593 5.629
O 6.336 -0.088 6.121
O 7.653 -0.502 4.466
H 7.787 -1.390 7.517
H 8.241 -2.404 6.115
H 9.188 -0.935 6.502
C -0.889 4.547 -2.937
N -2.036 4.836 -2.032
O -3.100 4.312 -2.288
O -1.826 5.577 -1.098
H -1.223 3.876 -3.720
H -0.554 5.492 -3.354
H -0.109 4.087 -2.338
C 1.680 5.948 3.281
N 2.028 5.312 1.982
O 1.546 4.224 1.742
O 2.770 5.927 1.251
H 1.014 5.285 3.821
H 2.606 6.101 3.826
H 1.195 6.894 3.061

=====

29
Properties=species:S:1:pos:R:3 method="wB97M-V/def2-TZVPD" charge=+1 e_lumo_ev="-5.8 / -5.6"
C -2.787 1.015 -0.960
C -1.437 2.327 0.115
C -1.930 0.212 -0.221
C -1.097 -3.101 0.751
C -1.712 -2.504 -0.280
C -0.180 -2.180 1.313
C 2.624 0.479 -1.140
C 1.286 1.321 -1.003
C 2.571 0.156 0.376
C -1.298 -1.096 -0.367
C 1.279 0.952 0.482
C 0.035 0.297 0.959
N -2.475 2.282 -0.694
N -1.106 1.026 0.493
N -0.258 -1.021 0.674
H -3.700 0.775 -1.377
H -0.866 3.205 0.439
H -1.126 -4.185 0.909
H -2.497 -2.925 -0.787
H 0.397 -2.394 2.140
H 2.470 -0.444 -1.829
H 3.400 0.923 -1.627
H 1.417 2.407 -1.182
H 0.451 0.820 -1.472
H 2.550 -0.834 0.653
H 3.384 0.629 0.952
H -0.678 -0.859 -1.301
H 1.401 1.925 1.031
H -0.121 0.792 2.956

=====

| no. | energy (a.u.) |
| --- | --- |
| 1 | -4856.67263 |
| 2 | -2625.95507 |
| 3 | -271.58361 |
| 4 | -271.35713 |
| 5 | -3065.38836 |
| 6 | -202.78699 |
| 7 | -2082.94545 |
| 8 | -5810.33418 |
| 9 | -629.43121 |